(1)
112
Properties=species:S:1:pos:R:3 method="wB97M-V/def2-TZVPD" spin_multiplicity=1
Bi 13.831 11.533 15.815
C 11.647 8.303 16.397
P 10.803 8.894 14.829
C 9.420 7.735 14.412
C 8.161 8.349 14.134
C 7.086 7.503 13.811
C 7.301 6.097 13.773
C 8.576 5.565 14.019
C 9.649 6.390 14.265
C 9.941 10.286 15.641
C 8.983 10.185 16.698
C 8.410 11.312 17.254
C 8.914 12.562 16.995
C 9.868 12.738 15.982
C 10.346 11.610 15.331
C 13.141 8.174 16.180
C 13.780 6.926 15.932
C 15.152 7.162 15.669
C 15.284 8.553 15.718
C 16.540 9.442 15.522
P 15.974 10.818 14.515
C 15.625 10.110 12.803
C 14.867 8.976 12.665
C 14.721 8.425 11.396
C 15.266 9.029 10.254
C 16.063 10.165 10.468
C 16.284 10.700 11.698
C 17.223 12.105 14.456
C 18.343 11.981 15.282
C 19.272 13.047 15.276
C 19.048 14.174 14.477
C 17.886 14.303 13.684
C 17.046 13.242 13.628
N 14.081 9.135 16.033
H 11.421 9.131 17.072
H 11.202 7.378 16.778
H 8.092 9.482 14.248
H 6.107 7.874 13.612
H 6.527 5.421 13.512
H 8.662 4.449 13.949
H 10.664 5.954 14.442
H 8.705 9.180 17.043
H 7.729 11.218 18.089
H 8.417 13.447 17.409
H 10.278 13.750 15.846
H 11.070 11.764 14.520
H 13.346 5.943 15.948
H 15.863 6.447 15.386
H 16.893 9.892 16.458
H 17.297 8.887 14.953
H 14.442 8.379 13.485
H 14.087 7.525 11.273
H 15.164 8.610 9.236
H 16.563 10.633 9.631
H 16.934 11.563 11.784
H 18.408 11.105 15.911
H 20.114 12.925 15.929
H 19.687 15.016 14.553
H 17.681 15.159 13.072
H 16.166 13.365 13.038
Br 7.680 18.424 18.245
C 8.275 17.920 16.564
C 8.784 18.849 15.740
C 9.120 18.505 14.395
C 8.879 17.187 13.973
C 8.412 16.205 14.898
C 8.076 16.596 16.193
N 9.155 16.755 12.679
N 10.156 16.086 12.410
C 11.188 15.592 13.332
C 11.643 16.089 14.536
C 12.733 15.509 15.176
C 13.386 14.352 14.680
O 14.375 13.811 15.308
C 12.958 13.817 13.392
N 13.566 12.689 12.994
C 13.068 12.097 11.925
C 12.069 12.654 11.181
C 11.554 13.822 11.502
C 11.881 14.411 12.780
H 8.838 19.903 15.988
H 9.502 19.320 13.755
H 8.464 15.209 14.594
H 7.734 15.926 16.951
H 11.175 16.990 14.948
H 13.241 15.906 16.065
H 13.534 11.100 11.673
H 11.761 12.225 10.235
H 10.809 14.264 10.916
N 7.243 6.865 22.529
C 8.004 7.590 22.044
C 9.054 8.382 21.528
C 9.813 9.064 22.454
C 10.882 9.831 22.009
C 11.025 10.080 20.675
C 10.271 9.382 19.715
C 9.352 8.463 20.146
N 11.966 11.008 20.125
C 12.187 12.357 20.564
C 13.262 12.728 19.837
N 13.694 11.724 19.068
C 12.906 10.699 19.208
H 9.609 8.867 23.503
H 11.489 10.299 22.749
H 10.435 9.627 18.711
H 8.724 7.807 19.541
H 11.564 12.872 21.244
H 13.751 13.671 19.740
H 13.125 9.711 18.844
F 14.964 13.328 17.914
B 14.839 11.979 18.034
F 15.986 11.260 18.362

(2)
111
Properties=species:S:1:pos:R:3 method="wB97M-V/def2-TZVPD" charge=-1 spin_multiplicity=1
Sn -0.500 -0.900 2.475
O 1.353 -2.086 -7.160
C 0.205 -2.319 -6.733
O -0.849 -2.576 -7.344
C 0.054 -2.220 -5.198
C 1.120 -1.819 -4.408
C 0.934 -1.605 -3.051
N -0.230 -1.840 -2.451
C -1.245 -2.274 -3.190
C -1.152 -2.471 -4.563
C -2.526 -2.658 -2.526
C -3.737 -2.428 -3.188
C -4.906 -2.942 -2.664
C -4.835 -3.711 -1.512
C -3.596 -3.858 -0.910
N -2.469 -3.324 -1.372
C 2.049 -1.142 -2.113
C 3.417 -1.084 -2.796
C 4.445 -0.563 -2.147
C 4.212 -1.230 0.335
C 2.847 -1.266 0.982
N 1.842 -1.738 0.381
H 2.035 -1.612 -4.944
H -1.977 -2.842 -5.157
H -3.748 -1.838 -4.095
H -5.854 -2.759 -3.154
H -5.713 -4.174 -1.082
H -3.501 -4.453 -0.008
H 3.553 -1.521 -3.774
H 5.437 -0.530 -2.582
H 4.982 -1.020 1.076
H 2.720 -0.868 1.989
B 1.408 -0.544 6.522
N 1.955 0.541 5.543
C 2.893 1.450 5.851
C 3.219 2.152 4.706
C 2.401 1.581 3.726
N 1.632 0.621 4.235
N 1.256 -1.881 5.754
C 1.969 -2.987 6.028
C 1.499 -4.030 5.254
C 0.463 -3.447 4.523
N 0.313 -2.162 4.833
H 2.254 -0.719 7.368
H 0.366 -0.205 7.046
H 3.275 1.521 6.855
H 3.933 2.951 4.598
H 2.365 1.804 2.669
H 2.761 -2.956 6.756
H 1.860 -5.042 5.213
H -0.208 -3.898 3.806
I -0.710 2.416 1.615
C -0.249 4.093 0.424
C -0.756 5.220 1.024
C -0.444 6.510 0.566
C 0.441 6.634 -0.459
C 0.986 5.492 -1.092
C 1.945 5.714 -2.109
C 2.529 4.661 -2.740
C 2.074 3.367 -2.442
C 1.099 3.080 -1.518
P 0.361 1.343 -1.625
C 1.874 0.281 -1.492
C 2.913 0.727 -0.789
C 4.220 -0.048 -0.746
C 4.409 -2.594 -0.283
C 3.379 -3.086 -0.949
C 2.096 -2.286 -0.955
C -0.102 1.457 -3.416
C 0.726 1.465 -4.540
C 0.199 1.536 -5.819
C -1.175 1.580 -6.013
C -2.015 1.548 -4.912
C -1.479 1.481 -3.631
C 0.600 4.162 -0.721
H -1.381 5.117 1.900
H -0.867 7.374 1.060
H 0.757 7.608 -0.811
H 2.206 6.737 -2.353
H 3.289 4.803 -3.497
H 2.523 2.554 -2.987
H 2.890 1.698 -0.306
H 5.019 0.637 -0.461
H 5.354 -3.111 -0.177
H 3.400 -4.045 -1.450
H 1.258 -2.941 -1.169
H 1.798 1.347 -4.451
H 0.863 1.495 -6.673
H -1.582 1.587 -7.015
H -3.090 1.545 -5.042
H -2.150 1.420 -2.779
C -2.840 0.071 6.303
C -4.166 -0.060 5.919
C -4.473 -0.309 4.593
C -3.448 -0.407 3.656
N -2.168 -0.303 4.053
C -1.870 -0.081 5.334
C -3.650 -0.550 2.194
C -4.923 -0.486 1.623
C -5.060 -0.429 0.247
C -3.922 -0.385 -0.555
C -2.666 -0.464 0.024
C -2.498 -0.599 1.404
H -2.551 0.273 7.325
H -4.962 0.036 6.647
H -5.502 -0.424 4.289
H -0.820 -0.026 5.579
H -5.814 -0.465 2.238
H -6.046 -0.384 -0.197
H -4.019 -0.290 -1.630
H -1.791 -0.378 -0.613

Result set for max |F|: 3.53 0.48 eV Å⁻¹, one per record in the order listed.
Result set for energy relative to the best compared isomer or geometry (same formula, charge and spin): 28.38 94.80 kcal/mol, one per record in the order listed.
Result set for molecular weight: 1216.6 1134.4 Da, one per record in the order listed.